Formula: C9H13GaO5P
Source: the OMol25 dataset
Level of theory: ωB97M-V/def2-TZVPD

The total energy is -2991.844325 Eh. The charge is +3. The lowest unoccupied orbital energy is -12.78 eV. For the HOMO energy, the calculation gives -20.2 eV. As for the energy relative to the best compared isomer or geometry (same formula, charge and spin): 38.4 kcal/mol. The HOMO-LUMO gap is 7.46 eV.

```
29
Properties=species:S:1:pos:R:3:forces:R:3:lowdin_charge:R:1
Ga -0.00535 -1.61763 -0.32417 -0.10 2.84 0.02 0.244
O -0.33931 -1.87642 3.00651 0.43 0.15 -4.12 0.311
C -0.22163 -1.81506 1.87170 -0.46 0.26 4.42 0.117
C 0.22294 -1.01940 -2.40827 0.47 1.65 -4.47 0.099
O 0.33559 -0.65120 -3.48700 -0.43 -1.37 4.10 0.310
C -2.17729 -1.52578 -0.50822 -6.21 0.74 -0.53 0.143
O -3.32669 -1.41897 -0.61207 5.84 -0.55 0.52 0.297
C 2.17108 -1.61239 -0.07052 5.86 0.52 0.67 0.142
O 3.31869 -1.55869 0.05393 -5.53 -0.29 -0.61 0.300
C -0.07514 -3.86185 -0.03741 -0.10 -1.36 0.76 -0.044
H 0.79596 -4.10368 0.62051 -0.54 0.31 -0.64 0.144
H -1.06866 -4.06650 0.43315 0.67 0.30 -0.51 0.145
C 0.06272 -3.61406 -1.36199 0.12 -1.10 -1.25 -0.043
H -0.80803 -3.59877 -2.06486 0.56 0.07 0.73 0.146
H 1.05576 -3.63607 -1.87778 -0.70 0.09 0.60 0.146
C -0.15184 3.85295 -0.34003 0.24 -1.83 -1.77 -0.111
P -0.02881 1.99288 0.16978 -0.02 3.86 1.49 0.799
C 1.71983 2.18617 0.69858 -1.79 -1.01 0.23 -0.134
C -1.54772 2.09236 1.19661 1.58 -0.38 -0.40 -0.124
O -0.09124 0.51190 -0.26810 0.07 -3.21 -1.58 -0.453
H -1.03802 4.07766 -0.91330 -0.13 0.26 -0.22 0.066
H 0.77167 4.19014 -0.79498 -0.08 0.11 -0.35 0.063
H -0.22709 4.27029 0.64971 -0.05 -0.04 0.57 0.065
H 1.81912 3.15681 1.16087 0.45 0.00 0.34 0.074
H 1.87325 1.32425 1.33277 0.77 0.13 0.59 0.040
H 2.31982 2.09844 -0.20433 0.04 0.15 -0.12 0.079
H -2.28461 1.47451 0.69642 -0.18 -0.08 0.03 0.055
H -1.18637 1.63124 2.09632 -0.70 -0.06 1.09 0.053
H -1.88864 3.11686 1.28616 -0.08 -0.15 0.40 0.070
```
Forces are in eV/Å.

Formula: C9H13N3
Source: the OMol25 dataset
Level of theory: ωB97M-V/def2-TZVPD

The total energy is -514.135392 Eh. The charge is +2. The lowest unoccupied orbital energy (alpha / beta) is -10.64 / -10.64 eV. For the HOMO energy (alpha / beta), the calculation gives -16.6 / -16.6 eV. As for the energy relative to the best compared isomer or geometry (same formula, charge and spin): 169.2 kcal/mol. The HOMO-LUMO gap (alpha / beta) is 5.94 / 5.94 eV.

```
25
Properties=species:S:1:pos:R:3:forces:R:3:lowdin_charge:R:1
C -2.20584 -0.92611 0.44707 2.91 -3.21 0.10 0.156
C 2.70189 0.05214 0.34180 -2.27 1.39 -0.58 -0.068
C 0.57175 1.64737 -0.06663 -1.42 3.48 -0.65 -0.109
C -2.94081 0.18224 0.28604 1.41 2.58 -0.32 0.002
C 2.00246 1.40725 0.07291 0.79 0.13 0.18 -0.086
C 0.97721 -1.56543 1.00906 1.12 2.56 1.17 -0.142
C -1.83996 1.37162 0.17774 1.69 1.28 -2.53 -0.037
C 0.03296 -1.44430 -0.05772 -0.21 -0.21 -0.98 -0.178
C 0.17047 -1.77421 -1.48470 -2.44 -0.14 -0.83 0.067
N 2.21637 -1.05860 0.62414 2.70 -1.27 0.25 0.070
N -1.22799 -1.56161 0.33473 -4.53 0.74 1.32 0.280
N -0.44982 0.91965 0.01487 -0.33 -2.12 0.65 0.058
H 3.74726 0.19895 0.27525 1.26 -0.37 -0.18 0.123
H 0.33892 2.77294 -0.30312 0.63 -1.70 0.68 0.191
H -3.36953 0.22981 -0.63339 -1.59 -0.60 -2.93 0.131
H -3.62899 0.53357 0.93750 -2.16 0.48 2.66 0.131
H 2.32138 2.10269 0.87637 -0.22 -0.28 0.13 0.159
H 2.44568 1.99870 -0.74969 0.26 -0.71 -0.12 0.148
H 0.69268 -0.91225 1.87441 -0.46 -1.01 -0.30 0.184
H 1.03890 -2.61315 1.34446 -0.17 -0.08 -0.12 0.185
H -2.10620 2.00881 -0.76651 0.07 -1.36 1.63 0.193
H -1.91086 2.01495 1.03932 -0.11 -0.13 0.49 0.140
H 0.74096 -1.07684 -2.03222 1.19 0.69 -0.47 0.098
H -0.88999 -1.71349 -1.94550 1.82 -0.39 0.58 0.150
H 0.57113 -2.79472 -1.61619 0.05 0.28 0.18 0.153
```
Forces are in eV/Å.

Formula: C9H13N4
Source: the OMol25 dataset
Level of theory: ωB97M-V/def2-TZVPD

The total energy is -569.465693 Eh. The charge is +1. The lowest unoccupied orbital energy is -3.91 eV. For the HOMO energy, the calculation gives -12.8 eV. As for the energy relative to the best compared isomer or geometry (same formula, charge and spin): 52.9 kcal/mol. The HOMO-LUMO gap is 8.92 eV.

```
26
Properties=species:S:1:pos:R:3:forces:R:3:lowdin_charge:R:1
C -0.25691 1.45022 3.55018 0.31 -0.28 -2.59 -0.015
C -0.17540 1.70457 2.18135 -0.49 -0.59 0.90 0.035
C -0.11114 0.13059 4.02996 -0.03 0.80 -3.43 -0.057
C -0.10873 0.56058 1.34593 0.05 0.35 -1.36 -0.062
C 0.01049 -0.68779 1.95806 0.53 -0.51 -0.11 -0.269
C 0.71378 1.01156 -2.36977 -1.93 4.22 0.03 -0.061
C -0.73787 1.06100 -2.39425 0.12 -4.76 0.64 -0.079
C -0.05463 1.33286 -1.11154 0.13 0.54 0.35 -0.180
C -0.07089 0.30135 -0.08494 0.27 0.04 1.90 -0.062
N 0.06017 -0.93073 3.24724 -0.18 0.15 1.28 0.158
N 0.13674 -1.65330 0.99377 -0.49 0.44 0.39 0.135
N 0.01728 -1.04135 -0.21715 0.83 1.54 1.41 0.115
N 0.17132 -2.43816 -2.43839 1.75 -1.39 -1.71 0.037
H -0.44260 2.35038 4.06692 0.04 0.29 1.55 0.101
H -0.22442 2.76660 1.92337 -0.02 -0.63 -0.67 0.129
H -0.12212 0.00957 5.02619 0.01 -0.90 3.45 0.083
H 1.21098 0.17478 -2.26459 2.65 -4.00 -0.41 0.051
H 1.08959 1.91665 -2.77013 1.32 0.16 -0.49 0.118
H -1.16591 1.83840 -2.84152 -1.84 2.86 -1.88 0.075
H -1.21002 0.06415 -2.52546 -0.14 1.06 0.36 0.120
H 0.04775 2.40732 -0.87066 -0.45 -1.06 0.72 0.168
H 0.56770 -2.58025 1.01645 -0.43 0.58 0.36 0.195
H 0.40083 -1.65891 -0.92988 -0.50 0.28 -1.87 0.084
H -0.40026 -1.92470 -3.09475 -0.46 0.18 0.02 0.045
H -0.24538 -3.34628 -2.34721 -1.27 -0.41 0.65 0.050
H 0.89966 -2.81910 -3.07918 0.22 1.04 0.52 0.084
```
Forces are in eV/Å.